# 1
Here is a structure of composition C39H32AsBrNOPbS from the OMol25 dataset. Energies are from the ωB97M-V functional and the def2-TZVPD basis.

Properties
Orbital gap (Eh): 0.25858
Net charge: +1
DFT total energy (a.u.): -7035.923928
Energy relative to the best compared isomer or geometry (same formula, charge and spin) (kcal per mole): 0.0
Lowest unoccupied orbital energy (eV): -3.41
2S+1: 1

Element x y z (Å)
1 H 1.527 -2.144 -2.696
2 C 0.237 -1.058 4.446
3 H -0.132 -1.034 5.464
4 H -4.011 -2.923 -5.035
5 Pb 1.416 1.410 -1.614
6 H -0.473 1.596 0.470
7 C 1.332 6.703 -0.582
8 C -2.253 -1.469 -1.012
9 C 1.225 4.488 0.275
10 H -1.439 3.729 1.532
11 C -2.793 1.012 3.145
12 C -5.673 -1.257 -2.602
13 S 3.725 1.734 -0.614
14 C 1.486 6.174 -1.852
15 C 1.488 -3.972 0.162
16 C 1.319 -4.274 -2.601
17 C 1.194 -1.141 1.838
18 H -2.176 -2.678 -3.401
19 C -3.542 2.601 -0.833
20 H 1.141 3.778 1.092
21 C -2.166 0.336 0.879
22 C 5.820 0.268 0.227
23 H -6.255 -2.017 -4.523
24 C 6.489 -0.828 0.744
25 C 1.379 -0.346 4.104
26 C -1.556 1.721 0.600
27 H -1.424 -2.166 -1.135
28 H 1.253 -4.390 -3.676
29 Br 1.747 4.014 -3.680
30 H 1.097 6.227 1.511
31 H -0.494 -2.418 1.433
32 H -3.100 -0.934 2.395
33 H 1.602 6.800 -2.725
34 C -4.643 -1.119 -1.685
35 H 6.315 -2.855 1.440
36 O -1.363 2.271 -1.720
37 C -3.158 -2.275 -3.177
38 C -2.183 -0.574 -0.066
39 C -3.373 -1.618 -1.970
40 C 1.493 4.797 -1.970
41 H -2.433 3.123 3.653
42 H -3.691 3.368 -1.590
43 H -6.657 -0.871 -2.369
44 C 1.246 -5.385 -1.772
45 C -2.321 2.376 2.877
46 C 1.859 -0.387 2.802
47 H 1.118 -6.371 -2.200
48 C 4.445 0.216 -0.012
49 C -2.088 2.230 -0.749
50 H 7.556 -0.768 0.920
51 N 1.357 3.965 -0.950
52 C -0.432 -1.802 3.483
53 H -3.932 2.921 0.132
54 C -5.448 -1.903 -3.811
55 C 4.434 -2.052 0.806
56 C 0.036 -1.834 2.177
57 H -4.821 -0.636 -0.731
58 C -1.773 2.712 1.713
59 C 1.204 5.849 0.504
60 H 1.909 0.227 4.854
61 H 1.323 7.776 -0.443
62 C 1.328 -5.233 -0.394
63 C 1.471 -3.011 -2.047
64 H 1.545 -3.864 1.238
65 C 3.751 -0.958 0.278
66 H 2.765 0.151 2.544
67 H 6.358 1.181 0.004
68 C -4.190 -2.414 -4.096
69 H -3.220 0.789 4.114
70 H -1.319 -2.363 3.749
71 C -2.725 0.066 2.210
72 H 3.897 -2.963 1.033
73 H -4.095 1.712 -1.146
74 As 1.830 -1.064 0.010
75 C 1.568 -2.857 -0.665
76 C 5.796 -1.995 1.037
77 H 1.270 -6.101 0.250

Force components x, y, z for each atom (eV/Å):
0.0 0.0 0.0
0.0 0.0 0.0
0.0 0.0 0.0
0.0 0.0 0.0
-0.1 -0.1 -0.4
0.1 0.0 0.0
0.0 0.0 0.0
0.1 -0.1 -0.1
0.0 -0.1 0.0
0.0 0.0 0.0
0.0 0.2 0.0
0.0 0.0 0.0
0.1 0.0 0.2
0.0 0.1 0.0
0.0 0.0 0.0
0.0 0.0 0.0
0.0 0.2 0.0
0.0 0.0 0.0
0.0 0.0 0.1
0.0 0.0 0.0
0.0 0.2 0.0
0.0 0.0 0.0
0.0 0.0 0.0
0.0 0.0 0.0
0.0 0.0 0.0
-0.2 -0.1 -0.1
0.0 0.0 0.0
0.0 0.0 0.0
0.0 0.1 0.0
0.0 0.0 0.0
0.0 0.0 0.0
0.0 0.1 0.0
0.0 0.0 0.0
0.0 0.0 0.0
0.0 0.0 0.0
0.2 0.1 0.1
0.0 0.0 0.0
-0.1 0.0 0.0
0.0 0.0 0.1
0.0 -0.1 0.1
0.0 0.0 0.0
0.0 0.0 0.0
0.0 0.0 0.0
0.0 0.0 0.0
0.0 -0.1 0.1
0.0 -0.1 0.0
0.0 0.0 0.0
0.0 0.1 0.0
-0.1 -0.1 0.2
0.0 0.0 0.0
0.0 0.0 -0.1
0.1 0.0 0.0
0.0 0.0 0.0
0.0 0.0 0.0
0.0 0.0 0.0
0.0 -0.1 0.0
0.0 0.0 0.0
0.0 0.0 -0.1
0.0 0.0 0.0
0.0 0.0 0.0
0.0 0.0 0.0
0.0 0.0 0.0
0.0 0.0 0.1
0.0 0.0 0.0
0.0 0.0 0.0
0.0 0.0 0.0
0.0 0.0 0.0
0.0 0.0 0.0
0.0 0.0 0.0
0.0 0.0 0.0
-0.1 0.0 -0.1
0.0 0.0 0.0
0.0 0.0 0.0
0.1 -0.1 0.2
-0.1 0.1 -0.1
0.0 0.0 0.0
0.0 0.0 0.0



# 2
Here is a structure of composition C39H32AsN6OPbS in a non-equilibrium geometry from the OMol25 dataset. Energies are from the ωB97M-V functional and the def2-TZVPD basis.

Properties
Orbital gap (spin up / spin down) (Eh): 0.14069 / 0.14063
Net charge: +1
DFT total energy (a.u.): -4735.588105
Energy relative to the best compared isomer or geometry (same formula, charge and spin) (kcal per mole): 62.1
Lowest unoccupied orbital energy (spin up / spin down) (eV): -5.94 / -5.94
2S+1: 1

Element x y z (Å)
1 N 2.271 1.455 0.051
2 N -1.731 -2.031 2.336
3 C 3.597 -2.887 -2.480
4 H 2.072 5.828 -2.340
5 C 2.875 -2.331 -3.516
6 H 0.310 6.134 -2.418
7 C 0.658 2.910 1.134
8 C -0.966 1.579 -4.317
9 H -0.274 1.031 -2.320
10 C 1.969 0.706 5.383
11 H -1.804 -6.163 -4.198
12 H -4.238 -5.260 -0.766
13 H 3.628 -3.387 -0.354
14 H -0.547 2.599 -4.225
15 C -2.537 -1.504 3.073
16 C 0.182 4.950 -0.138
17 C 1.088 5.371 -2.358
18 O -3.308 -0.948 3.818
19 H 2.431 -2.131 3.681
20 C -2.146 -5.508 -3.424
21 C -1.293 -0.587 -3.308
22 C -0.447 2.215 3.131
23 H -2.636 -0.463 -6.463
24 H -4.274 1.581 5.731
25 S 1.046 -3.220 0.643
26 C -0.084 1.428 4.245
27 H 3.687 -0.766 5.758
28 H 4.129 -0.318 -1.817
29 H -1.624 1.778 -6.379
30 C -1.872 -3.504 -2.175
31 C -0.967 1.346 5.309
32 N 0.447 2.037 2.089
33 C -1.753 2.670 2.978
34 H -1.953 3.110 1.996
35 C 0.978 4.530 -1.153
36 C -2.642 2.568 4.061
37 H -0.249 5.912 -0.170
38 C -0.842 0.712 -3.215
39 H -3.200 -3.088 -0.463
40 H -3.533 -6.904 -2.532
41 C 1.513 -2.145 -3.371
42 As -0.899 -1.890 -1.836
43 C 2.106 -1.190 4.185
44 C -3.298 1.644 6.241
45 C -2.993 -3.765 -1.390
46 H 3.242 -2.074 -4.457
47 H 2.504 0.626 2.041
48 C 1.701 -2.833 -1.005
49 Pb -0.242 -0.951 1.192
50 C -2.255 1.830 5.148
51 H 1.074 4.722 -3.256
52 C -3.194 -5.888 -2.502
53 C 3.501 -0.292 0.382
54 C 2.738 -0.460 5.290
55 H 2.280 3.012 -2.026
56 C -1.867 -0.983 -4.557
57 H -3.156 0.823 6.933
58 N 2.869 1.146 -1.185
59 H -0.300 4.629 1.887
60 C 1.520 2.552 0.034
61 C 1.645 3.289 -1.111
62 C 0.920 -2.384 -2.108
63 H 3.938 -1.095 0.845
64 H -0.672 0.715 6.102
65 C -1.508 1.139 -5.534
66 H 2.065 1.504 6.051
67 N 1.041 0.642 4.457
68 C 0.071 4.223 1.005
69 C 3.049 -3.109 -1.228
70 H -3.708 2.759 3.978
71 C -1.455 -4.330 -3.218
72 C 2.769 0.601 1.007
73 H -3.333 2.562 6.786
74 H -2.196 -2.012 -4.704
75 H 4.623 -3.046 -2.716
76 C 3.595 0.118 -0.988
77 H 0.882 -1.735 -4.082
78 N 1.083 -0.526 3.726
79 H -0.523 -4.166 -3.679
80 C -3.608 -5.002 -1.560
81 C -1.972 -0.114 -5.664

Force components x, y, z for each atom (eV/Å):
1.4 -1.1 -1.2
-1.5 0.2 1.1
0.4 0.4 -0.3
0.2 0.4 -0.2
-1.8 -0.5 0.6
0.2 -0.1 0.0
-0.7 0.2 0.1
0.7 0.2 0.2
-0.5 0.0 -0.5
2.3 -2.2 0.5
0.0 -0.5 -0.2
-1.3 -0.7 0.7
0.2 -0.3 -0.3
-0.4 -0.6 -0.2
-0.2 0.8 0.6
-1.0 -0.1 3.2
0.2 -0.3 -0.8
1.3 -1.1 -1.3
-0.5 0.9 0.7
-1.0 -0.2 1.4
-0.2 -1.7 -1.7
1.2 -1.9 -0.9
0.9 0.3 -0.2
0.3 -0.3 0.4
-0.1 0.8 -0.6
-2.0 0.7 2.4
-0.9 0.5 0.0
0.0 -0.1 0.1
0.1 0.8 -0.3
-0.4 1.0 -0.3
-0.1 0.3 -1.8
0.7 1.3 -0.6
-0.3 1.2 0.6
-0.5 -0.2 0.5
1.1 -2.3 -2.4
0.2 -0.5 -2.2
-0.4 1.0 -0.1
0.6 0.9 -0.1
0.1 -1.3 -2.0
-0.5 -0.3 -0.1
0.5 -0.5 3.2
-0.9 1.3 1.0
1.8 0.0 1.2
-0.3 0.0 -1.4
1.0 1.0 1.1
1.2 0.1 -1.3
-0.2 0.3 0.2
-0.7 -0.1 -0.2
0.6 -0.4 -0.8
-0.7 0.0 2.5
-0.1 0.4 0.4
1.9 0.3 -2.2
1.0 0.0 -1.2
-0.4 -0.6 -1.6
-1.1 0.3 2.1
0.4 -0.1 0.7
0.2 -0.2 -0.2
-0.8 0.6 0.0
-1.1 0.8 1.2
0.8 -0.7 0.0
-0.4 2.8 -2.3
1.0 0.0 -0.3
1.1 -1.7 0.8
-0.1 -0.4 1.0
0.5 1.8 0.7
0.0 1.1 0.7
-0.4 -1.1 -2.8
0.6 -0.4 -0.8
-0.3 0.3 0.1
0.3 0.5 -0.3
-1.3 -0.8 1.2
-1.5 0.5 0.9
0.0 0.7 0.7
-0.1 0.2 0.3
0.8 -0.3 0.4
0.0 -0.8 0.4
-0.8 0.7 -1.7
-0.2 0.8 -0.3
0.8 0.4 -0.9
0.5 0.9 0.8
-1.5 -2.7 1.5



# 3
Here is a structure of composition C39H32BeN5OS2Te2 from the OMol25 dataset. Energies are from the ωB97M-V functional and the def2-TZVPD basis.

Properties
Orbital gap (spin up / spin down) (Eh): 0.19173 / 0.26391
DFT total energy (a.u.): -3201.626942
Lowest unoccupied orbital energy (spin up / spin down) (eV): -0.45 / -0.51
2S+1: 2

Element x y z (Å)
1 H -3.887 -6.014 1.640
2 Te -1.308 -1.042 0.222
3 C 5.075 -0.534 1.189
4 C 0.697 0.217 -1.717
5 H 0.288 -1.853 -2.903
6 C -0.862 -4.376 0.870
7 C -2.164 -2.338 -1.469
8 C -0.013 -2.891 -2.793
9 C -1.492 -3.003 -2.518
10 C -0.830 -5.616 0.310
11 C -4.462 -1.858 -0.365
12 H -3.931 -1.210 0.324
13 H 5.628 -1.454 1.305
14 H 0.170 5.654 0.565
15 H 0.584 -3.344 -2.004
16 C -0.638 0.233 -1.327
17 C 3.588 1.747 0.863
18 C -2.012 -6.365 0.555
19 C 3.731 -0.579 0.912
20 H 2.184 1.013 -3.043
21 H -1.768 2.605 -3.443
22 C 5.478 3.215 1.280
23 S 6.796 5.163 1.601
24 C -1.540 1.117 -1.927
25 C -0.749 1.062 2.079
26 C 2.751 2.852 0.718
27 H 1.381 -0.505 -1.278
28 C -3.567 -2.504 -1.408
29 C 0.922 4.879 0.586
30 S -2.337 -4.128 1.735
31 H 1.780 1.065 3.165
32 C 1.647 2.729 4.506
33 H -2.023 2.991 3.364
34 C -1.073 1.931 -2.955
35 C -4.313 -4.826 -4.330
36 C -2.977 1.196 -1.491
37 N 1.433 2.553 0.466
38 H -4.922 -5.572 -3.818
39 H 0.009 -5.984 -0.264
40 H -2.176 -7.365 0.180
41 H -4.983 -4.214 -4.938
42 N 5.238 5.501 1.301
43 H -1.157 4.512 5.142
44 N 2.966 0.513 0.754
45 C -0.506 3.780 4.679
46 O -1.985 1.099 1.866
47 H -3.439 2.116 -1.848
48 C -0.996 2.930 3.701
49 C 4.973 1.863 1.155
50 Be 1.326 0.877 0.665
51 C 2.268 5.202 0.827
52 H 3.228 -1.531 0.805
53 C 4.610 4.354 1.144
54 Te 0.610 -2.856 0.852
55 C 1.144 1.847 3.563
56 C 1.146 1.045 -2.736
57 H -3.625 -5.340 -5.000
58 C 0.560 3.562 0.409
59 H 2.578 6.227 0.982
60 N 6.726 3.545 1.539
61 H -5.321 -3.369 -2.271
62 C -4.239 -3.292 -2.338
63 C -2.197 -3.814 -3.404
64 H -0.472 3.287 0.219
65 H -3.055 1.171 -0.403
66 H -4.964 -2.629 0.221
67 C 3.198 4.189 0.881
68 C 0.252 1.892 -3.366
69 H 0.583 2.530 -4.175
70 C 0.823 3.694 5.069
71 H 6.770 0.791 1.536
72 C -3.571 -3.973 -3.339
73 H 0.227 -3.407 -3.722
74 H -5.237 -1.265 -0.854
75 H -1.646 -4.329 -4.183
76 C 5.714 0.717 1.320
77 N 0.085 0.255 1.402
78 C -2.917 -5.684 1.303
79 H 1.217 4.368 5.818
80 H 2.685 2.661 4.807
81 H -3.538 0.352 -1.901
82 C -0.176 1.959 3.135

Force components x, y, z for each atom (eV/Å):
0.0 0.0 0.0
-0.1 -0.1 -0.6
-0.2 -0.1 -0.1
-0.1 -0.1 0.0
0.1 0.0 0.0
0.1 0.3 0.1
-0.3 -0.2 0.1
-0.1 -0.1 0.0
0.1 0.0 0.0
0.1 0.0 -0.2
0.1 -0.1 -0.1
-0.1 0.1 0.1
0.0 0.0 0.0
0.0 0.0 -0.1
0.1 0.1 0.0
0.0 0.2 -0.2
0.4 -0.1 0.0
0.0 -0.1 0.0
0.2 -0.3 0.1
0.0 0.0 0.0
0.0 0.0 0.0
-0.1 0.4 0.0
-0.2 -0.1 -0.1
0.0 0.0 0.1
-0.5 -0.3 -0.4
0.0 0.4 -0.1
0.0 0.0 0.0
0.1 0.1 0.2
-0.1 0.0 0.0
0.2 -0.2 -0.1
0.0 0.0 0.0
0.1 0.0 0.0
0.0 0.0 0.0
0.1 -0.1 0.0
0.0 0.0 0.1
0.0 -0.1 -0.1
0.7 -0.2 0.1
0.0 0.0 0.0
0.0 0.0 -0.1
0.0 0.0 0.0
0.0 0.0 0.0
0.1 0.1 0.0
0.0 0.0 -0.1
-0.1 0.5 -0.1
0.0 0.0 0.0
0.4 0.1 0.2
0.0 0.0 0.0
0.0 0.0 0.0
-0.1 -0.5 0.0
0.0 0.3 0.3
0.2 -0.2 0.0
0.0 0.0 0.0
0.4 -0.2 0.1
-0.3 -0.5 0.3
0.0 0.1 0.0
0.1 0.0 0.0
0.0 0.0 0.0
-0.3 0.2 -0.1
0.0 0.0 0.0
0.1 0.0 0.0
0.0 0.0 0.0
0.0 0.0 0.0
0.0 0.0 0.0
0.0 0.0 0.1
0.0 0.0 0.0
0.0 0.0 0.0
-0.5 0.1 -0.1
0.0 0.1 0.0
0.0 0.0 0.0
0.0 0.0 0.0
0.0 0.0 0.0
0.0 0.0 0.0
0.0 0.0 0.0
0.0 0.0 0.0
0.0 0.0 0.0
0.0 0.3 -0.1
-0.3 -0.2 -0.1
0.0 0.2 0.1
0.0 0.0 0.0
0.0 0.0 0.0
0.0 0.0 0.0
0.0 0.1 0.2



> Which value of DFT total energy does entry 1 give?

-7035.923928 a.u.



> Which of these has the highest DFT total energy?

C39H32BeN5OS2Te2



> Among the records above, which one has the lowest DFT total energy?

C39H32AsBrNOPbS